Below is a 17-piece molecular cluster, C39H117N5O24 overall at a distorted geometry, with properties calculated with ωB97M-V/def2-TZVPD.

Geometry as XYZ:
```
185
Properties=species:S:1:pos:R:3:forces:R:3
C -13.573 -7.821 13.963 0.408 -0.127 0.685
O -13.649 -6.406 13.936 -0.880 -0.438 -0.636
H -14.530 -8.269 13.698 0.101 0.227 -0.517
H -12.731 -8.197 13.381 -0.255 -0.018 -0.320
H -13.406 -8.155 14.987 0.152 -0.001 0.266
H -12.813 -5.967 13.762 1.118 -0.126 0.075
C -16.707 -5.453 13.237 1.328 -0.745 0.934
O -15.487 -4.701 13.068 -1.638 0.664 -0.739
H -16.622 -5.926 14.215 -0.467 0.151 0.393
H -17.622 -4.863 13.191 0.360 0.268 -0.176
H -16.755 -6.315 12.571 -0.134 0.212 -0.553
H -14.778 -5.234 13.434 0.213 -0.454 0.092
C -11.675 1.226 15.245 0.430 -1.316 0.397
O -12.781 1.968 15.643 -0.085 0.634 -0.201
H -11.652 0.337 15.875 0.711 -0.214 0.572
H -11.742 0.735 14.274 -0.158 0.612 -0.764
H -10.737 1.776 15.327 -0.215 0.084 0.017
H -13.503 1.336 15.610 -0.723 0.156 -0.137
C -10.011 2.772 11.508 -0.901 -0.739 -1.129
O -11.238 3.142 10.822 0.763 0.476 2.034
H -9.911 1.688 11.546 -0.107 -0.328 -0.163
H -9.131 3.125 10.971 0.051 0.389 0.207
H -10.023 3.051 12.562 -0.251 0.631 -0.295
H -11.335 2.807 9.927 0.428 -0.343 -0.455
C -8.412 -1.921 9.027 0.489 0.806 -1.209
O -8.015 -2.206 10.340 -0.006 -0.682 0.344
H -7.598 -1.531 8.416 0.392 0.420 0.215
H -8.656 -2.794 8.422 -0.567 -0.387 0.790
H -9.194 -1.162 9.007 -0.344 -0.234 -0.102
H -7.535 -1.456 10.698 0.000 0.073 -0.066
C -6.536 0.239 16.930 -0.784 0.027 -1.094
C -7.809 -0.635 16.934 -0.204 0.673 -1.141
C -8.288 -1.248 15.585 0.347 1.376 -0.637
O -8.508 -0.193 14.643 -0.215 0.114 -0.334
C -8.826 -0.643 13.324 0.480 0.319 0.224
N -7.659 -1.699 17.858 -0.499 -1.101 0.617
H -6.574 0.817 16.007 0.294 0.460 0.168
H -5.603 -0.324 16.945 -0.098 -0.264 -0.042
H -6.565 0.881 17.810 0.094 0.126 -0.125
H -8.619 0.016 17.263 -0.208 -0.001 -0.019
H -9.224 -1.797 15.688 -0.018 -0.233 0.478
H -7.544 -1.883 15.104 0.319 -0.524 0.397
H -8.530 0.126 12.611 0.115 0.248 0.187
H -9.886 -0.813 13.133 -0.251 -0.238 0.408
H -8.252 -1.533 13.066 -0.032 -0.308 0.070
H -7.427 -1.281 18.748 0.229 -0.385 0.271
H -6.868 -2.223 17.511 0.274 -0.374 0.527
C -12.247 -0.372 10.146 2.381 0.085 0.402
C -13.307 -1.331 10.481 -2.448 0.501 0.602
C -13.538 -1.473 12.021 0.440 -0.854 -0.749
O -12.385 -2.154 12.545 -0.980 -0.193 1.538
C -12.574 -2.477 13.945 0.611 0.898 0.419
N -14.517 -0.786 9.850 -0.295 0.475 0.405
H -12.071 -0.261 9.076 -0.257 -0.003 -0.029
H -11.331 -0.778 10.574 0.520 -0.029 -0.116
H -12.322 0.612 10.610 -0.595 0.064 -0.103
H -13.200 -2.284 9.963 0.929 -0.572 0.711
H -14.438 -2.048 12.240 -0.045 -0.354 -0.276
H -13.698 -0.556 12.587 0.289 0.593 -0.451
H -11.623 -2.738 14.410 0.180 -0.317 -0.516
H -13.306 -3.230 14.236 -0.195 -0.339 -0.828
H -12.859 -1.601 14.527 -0.282 0.500 -0.320
H -14.312 -0.780 8.861 -0.359 0.120 -0.163
H -15.304 -1.405 9.985 -0.179 0.032 0.196
C -14.148 -5.509 18.734 0.788 -0.952 0.391
C -14.337 -6.209 17.409 -1.018 -0.776 1.103
C -15.719 -6.809 17.321 0.142 -0.017 0.754
O -15.828 -7.856 18.291 -0.472 -0.617 -0.496
C -17.176 -8.294 18.443 -0.261 0.702 -0.039
N -14.116 -5.259 16.388 0.509 1.213 -0.955
H -14.796 -4.641 18.853 0.008 -0.047 -0.122
H -13.093 -5.238 18.766 -0.016 0.444 0.292
H -14.299 -6.238 19.531 -0.175 0.208 0.199
H -13.594 -6.990 17.249 0.035 -0.655 0.688
H -15.870 -7.105 16.283 -0.395 -0.598 -0.101
H -16.440 -6.033 17.578 -0.236 0.236 -0.174
H -17.765 -7.499 18.900 -0.143 0.343 -0.060
H -17.342 -9.142 19.107 0.915 -0.165 -0.055
H -17.644 -8.530 17.487 0.084 -0.077 -0.227
H -13.935 -5.747 15.522 -0.785 -0.025 -0.346
H -13.149 -5.069 16.609 0.179 1.252 -0.206
C -9.791 -5.643 10.212 0.401 -1.540 -0.413
C -10.805 -4.543 10.417 -0.986 0.055 0.565
C -12.273 -5.072 10.582 1.675 -0.305 -0.930
O -12.562 -5.600 9.303 -0.128 -0.434 -0.280
C -13.859 -6.120 9.220 -0.515 -0.171 0.288
N -10.397 -3.856 11.645 0.232 0.163 -0.221
H -9.809 -6.262 9.314 -0.876 0.343 -0.414
H -9.909 -6.385 11.001 0.088 0.093 0.368
H -8.740 -5.357 10.194 -0.076 0.751 0.500
H -10.785 -3.835 9.588 -0.221 -0.029 -0.317
H -13.035 -4.354 10.886 0.169 0.527 -0.030
H -12.274 -5.852 11.344 -0.004 -0.368 0.154
H -14.030 -7.008 9.828 0.311 -0.112 0.608
H -14.122 -6.486 8.228 0.336 0.649 -0.297
H -14.540 -5.348 9.579 -0.518 -0.009 -0.228
H -9.616 -3.302 11.324 0.712 0.094 0.581
H -11.084 -3.160 11.899 -0.443 0.223 -0.119
C -17.499 -4.683 9.983 0.530 0.026 -0.492
C -16.950 -3.231 9.971 -0.807 -0.849 -0.067
C -17.905 -2.288 9.229 -0.206 -0.420 0.249
O -18.361 -2.797 7.993 0.500 -0.522 -0.503
C -19.081 -1.866 7.224 -0.135 0.099 -0.005
N -16.776 -2.679 11.320 -0.079 0.013 -0.309
H -17.548 -5.141 8.995 -0.008 0.375 -0.319
H -18.510 -4.764 10.382 0.048 0.193 0.329
H -16.812 -5.338 10.519 -0.120 0.144 0.385
H -15.961 -3.238 9.513 0.047 -0.045 -0.335
H -17.413 -1.322 9.125 -0.171 0.310 -0.083
H -18.799 -2.223 9.850 -0.052 0.547 0.455
H -19.365 -2.296 6.264 0.540 -0.213 -0.063
H -18.484 -0.964 7.092 -0.039 0.219 -0.216
H -20.047 -1.588 7.645 -0.044 0.121 0.616
H -17.671 -2.683 11.787 -0.512 -0.024 -0.042
H -16.217 -3.322 11.862 0.444 -0.188 0.089
C -19.190 -1.775 14.189 -1.086 -0.498 -0.266
C -17.745 -1.460 14.481 0.080 0.763 -0.007
O -17.175 -0.611 13.457 -0.376 -0.790 1.368
O -19.309 -2.358 12.896 0.648 -0.310 -0.809
H -19.843 -0.902 14.209 0.301 0.360 0.224
H -19.616 -2.519 14.862 0.297 0.159 0.688
H -17.142 -2.343 14.693 0.054 -0.308 -0.500
H -17.690 -0.925 15.429 -0.261 0.263 0.049
H -17.010 -1.232 12.744 0.401 0.222 -0.853
H -20.221 -2.484 12.623 -0.050 0.160 0.295
C -14.881 1.681 4.951 0.603 -1.095 0.271
C -13.572 1.449 5.754 -0.974 -0.081 -1.782
O -12.782 2.629 5.741 0.059 -0.020 1.172
O -14.525 2.018 3.624 0.281 0.465 -0.242
H -15.535 2.430 5.398 0.196 0.226 0.242
H -15.439 0.747 4.894 -0.070 -0.195 0.420
H -12.956 0.703 5.252 -0.265 -0.348 -0.279
H -13.835 0.990 6.706 0.241 0.814 0.541
H -13.142 3.244 5.098 -0.049 0.014 -0.106
H -15.334 2.137 3.122 0.013 0.101 -0.112
C -10.419 1.368 7.787 -0.106 0.397 0.536
C -9.317 1.973 6.963 0.615 -0.212 0.109
O -8.402 2.590 7.872 0.071 0.014 -0.622
O -11.323 2.402 8.250 0.459 -1.311 -0.789
H -9.997 0.950 8.701 0.312 0.019 -0.067
H -10.876 0.514 7.286 -0.664 0.244 -0.254
H -9.624 2.683 6.195 -0.599 0.189 0.200
H -8.813 1.211 6.368 0.409 -0.251 0.421
H -8.891 3.355 8.186 0.118 0.270 0.294
H -11.943 2.478 7.521 -0.567 0.758 -0.188
C -14.098 2.667 12.483 -0.228 0.747 1.068
C -15.351 2.049 11.888 1.241 -0.181 -0.760
O -15.133 1.952 10.483 -0.859 0.864 -0.072
O -13.767 3.874 11.864 -0.211 1.079 -0.769
H -13.223 2.017 12.482 -0.089 -0.412 0.076
H -14.324 3.027 13.487 0.036 -0.930 0.632
H -16.193 2.692 12.143 -0.155 0.028 -0.460
H -15.547 1.052 12.283 -0.047 -0.023 0.369
H -14.805 1.075 10.270 -0.058 -0.752 0.039
H -12.886 3.851 11.484 0.186 -0.383 -0.161
C -10.430 -5.540 16.150 -0.038 0.493 -1.232
C -10.091 -5.088 14.741 0.665 -0.081 -0.085
O -11.095 -5.395 13.811 -1.261 -0.427 1.001
O -11.438 -4.706 16.732 0.748 -0.250 0.014
H -9.505 -5.495 16.724 -0.141 -0.432 0.230
H -10.838 -6.539 15.993 0.029 -0.202 0.760
H -9.217 -5.591 14.329 0.595 -0.113 0.669
H -9.857 -4.024 14.755 -0.103 0.288 -0.057
H -10.875 -4.845 13.055 0.354 0.547 -1.366
H -11.011 -4.047 17.284 0.043 0.120 0.049
C -14.557 -1.644 17.318 -0.085 -0.336 -1.364
C -15.080 -0.197 17.079 0.075 -0.933 -0.513
O -15.062 0.182 15.691 -0.148 -0.443 0.504
O -15.466 -2.675 16.825 -0.342 2.169 0.615
H -14.311 -1.861 18.357 -0.035 0.335 0.170
H -13.662 -1.710 16.700 0.428 -0.064 0.211
H -14.436 0.594 17.463 0.021 -0.499 0.927
H -16.076 -0.174 17.523 -0.203 0.495 -0.119
H -15.800 -0.213 15.221 -0.033 -0.092 -0.386
H -14.961 -3.443 16.546 0.484 -0.793 -0.119
C -15.240 -1.936 6.054 0.565 0.561 -0.812
C -14.582 -2.207 4.681 0.563 -0.854 0.458
O -13.846 -3.485 4.746 -0.974 0.901 0.241
O -14.286 -1.578 7.045 0.084 -0.582 -0.035
H -15.896 -2.781 6.265 0.292 -0.318 0.539
H -15.883 -1.057 6.101 -0.190 -0.047 -0.816
H -13.802 -1.506 4.380 -0.440 0.711 0.287
H -15.340 -2.267 3.900 -0.172 0.027 0.001
H -13.356 -3.503 3.921 0.168 -0.282 0.018
H -13.672 -2.301 7.188 0.129 -0.311 -0.092
```
Positions in Å, forces in eV/Å.

Values from the calculation:
M = 1040.376 g/mol
2S+1 = 1
LUMO level = 0.3 eV

These are the Löwdin partial charges, in e, on atoms 1 to 2: -0.093 -0.186